Record 1
DFT (the ωB97M-V functional and the def2-TZVPD basis) results for a molecular structure, C13H22FI2OP2Ru.

Each line ends with the Mulliken charge.
Element x y z (Å)
I1 0.2636 -0.5474 -5.2134  0.0381
I2 -0.2860 1.8261 -4.5851  -0.0091
Ru1 0.0000 0.0000 0.0000  -0.3810
P1 -2.3103 -0.1814 -0.0419  0.7823
C1 -3.2901 1.3173 0.3469  -1.1552
C2 -2.9762 -0.7172 -1.6620  -0.9735
H1 -4.0598 -0.8708 -1.6131  0.4147
H2 -4.0560 -1.5482 1.0016  0.4261
H3 -2.4771 -1.6485 -1.9417  0.3966
H4 -2.4722 -2.3853 0.9103  0.3965
H5 -3.0375 2.1095 -0.3630  0.3931
H6 -2.7465 0.0420 -2.4145  0.3000
C3 -2.9725 -1.4357 1.1173  -1.2094
H7 -4.3639 1.1098 0.2939  0.4718
H8 -2.7417 -1.1354 2.1429  0.3881
H9 -3.0362 1.6654 1.3518  0.2903
P2 2.3154 -0.1004 -0.0348  0.7762
C4 3.2412 1.4307 0.3597  -1.1534
C5 3.0173 -1.3332 1.1241  -1.2137
H10 2.5404 -1.5580 -1.9360  0.3958
H11 4.0930 -0.7241 -1.6020  0.4145
H12 2.7497 0.1417 -2.4059  0.3170
C6 3.0047 -0.6096 -1.6537  -0.9889
H13 2.5491 -2.2986 0.9153  0.3974
H14 4.1041 -1.4093 1.0100  0.4261
H15 4.3217 1.2602 0.3124  0.4710
H16 2.9702 1.7695 1.3635  0.2899
H17 2.7750 -1.0419 2.1496  0.3882
H18 2.9653 2.2143 -0.3512  0.3935
C7 -0.0320 1.7626 0.4548  0.3132
O1 -0.0527 2.8957 0.7475  -0.3406
F1 -0.0295 1.1197 6.5636  -0.2528
C8 -0.0231 0.8733 5.2303  0.1731
C9 1.1660 0.8006 4.5340  -1.1971
C10 1.1619 0.5605 3.1555  0.0766
C11 -0.0088 0.3194 2.3844  0.3596
C12 -1.1892 0.5220 3.1510  0.0921
C13 -1.2065 0.7619 4.5296  -1.1913
H19 2.1026 0.9565 5.0557  0.5149
H20 2.1124 0.6303 2.7506  0.7310
H21 -2.1401 0.5609 2.7424  0.7236
H22 -2.1496 0.8873 5.0478  0.5146

Results
HOMO (spin up / spin down): -11.18 / -13.54 eV
LUMO (spin up / spin down): -7.8 / -11.1 eV
2S+1: 6
Charge: +2

***

Record 2
DFT (the ωB97M-V functional and the def2-TZVPD basis) results for a gas-phase ion, C5H15N3P (charge +1).

Each line ends with the Mulliken charge.
Element x y z (Å)
C1 -1.7429 1.4950 1.0524  -1.0945
N1 -0.8155 0.4312 1.2785  -0.2187
C2 -0.0327 0.0220 0.3152  0.4366
N2 0.8693 -0.9216 0.4937  0.2038
C3 1.6389 -1.5236 -0.5657  -0.8962
C4 1.2462 -1.2489 1.8503  -1.3398
N3 -0.0812 0.4605 -1.1281  -0.0646
C5 -1.4734 0.0425 -1.6419  -0.7407
P1 0.3946 1.9981 -1.7833  -0.0448
H1 -2.6487 1.0872 0.8142  0.4481
H2 -1.6479 2.0970 0.1322  0.3360
H3 -1.6332 2.1503 1.9625  0.3448
H4 -0.5953 0.2706 2.2292  0.2606
H5 1.1374 -1.7143 -1.5409  0.2940
H6 2.5909 -1.0230 -0.8086  0.3454
H7 1.9386 -2.6480 -0.3372  0.3800
H8 2.2680 -1.6871 1.8081  0.4068
H9 1.3056 -0.4890 2.5528  0.5476
H10 0.6332 -2.0767 2.2596  0.3672
H11 -2.0590 -0.0010 -0.7237  0.2842
H12 -1.7575 0.8995 -2.3038  0.3429
H13 -1.2510 -0.9468 -2.0244  0.3030
H14 0.2488 2.7387 -0.6855  0.0253
H15 1.8528 1.9981 -1.5071  0.0728

Results
HOMO: -13.67 eV
LUMO: -2.9 eV
Energy above the lowest of the compared OMol25 structures with the same formula, charge and spin: 63.1 kcal per mole
SMILES: C/[NH+]=C(/N(C)C)N(C)P
Charge: +1

***

Record 3
DFT (the ωB97M-V functional and the def2-TZVPD basis) results for a single C25H30N4O3 molecule.

Each line ends with the Mulliken charge.
Element x y z (Å)
C1 -3.5670 -1.7191 1.7293  -1.0079
C2 -3.1401 -2.2589 0.3732  -0.4277
O1 -1.8339 -1.8054 0.0041  -0.2437
C3 -0.7964 -2.3892 0.5945  -0.4780
O2 -0.8790 -3.2668 1.4149  -0.6427
C4 0.5181 -1.8402 0.0669  2.2011
C5 1.4766 -1.5553 1.2313  -0.4383
C6 2.9355 -1.7636 0.7988  -1.2691
N1 3.1120 -1.4139 -0.5898  0.2738
C7 3.8177 -0.4027 -1.1390  0.3949
O3 3.8859 -0.2846 -2.3540  -0.7094
C8 4.5044 0.6199 -0.2510  -0.5618
C9 3.8169 1.9889 -0.4176  -1.8264
C10 2.3950 1.9596 0.0707  0.2406
C11 2.1000 2.0883 1.4592  1.7970
C12 3.1654 2.3693 2.4724  -1.2979
N2 0.8831 2.0097 1.9359  -0.7356
C13 -0.1192 1.7989 1.0873  -0.1260
C14 -1.4857 1.6489 1.2561  -0.9107
C15 -1.9956 1.4652 -0.0364  0.2264
C16 -3.3755 1.2352 -0.4329  1.0399
C17 -3.6541 0.6905 -1.6856  -0.6783
C18 -4.9586 0.4421 -2.0656  -0.6252
C19 -6.0034 0.7343 -1.2031  -0.4368
C20 -5.7363 1.2853 0.0393  -0.7319
C21 -4.4326 1.5362 0.4241  -0.2289
N3 -1.0213 1.5027 -0.9539  -1.6937
N4 0.1030 1.7022 -0.2857  1.0283
C22 1.3484 1.7959 -0.8113  1.1170
C23 1.4423 1.7518 -2.2991  -1.7429
C24 2.4122 -2.3107 -1.5008  -0.8915
C25 1.1493 -2.8857 -0.8594  -1.2242
H1 -3.5188 -0.6339 1.7277  0.0908
H2 -4.5877 -2.0284 1.9350  0.4084
H3 -2.9148 -2.1069 2.5076  0.3955
H4 -3.7944 -1.8903 -0.4188  0.3647
H5 -3.1389 -3.3541 0.3860  0.4190
H6 0.3054 -0.9383 -0.5104  -0.5549
H7 1.2488 -2.2400 2.0504  0.5014
H8 1.3268 -0.5385 1.5932  0.1122
H9 3.5978 -1.1878 1.4411  0.5741
H10 3.2081 -2.8193 0.9098  0.4120
H11 5.5323 0.7086 -0.6088  0.5528
H12 4.5274 0.3298 0.7950  0.1943
H13 4.3867 2.7363 0.1368  0.5018
H14 3.8428 2.2546 -1.4737  0.4597
H15 3.9268 1.5931 2.4848  0.2853
H16 3.6526 3.3187 2.2547  0.3721
H17 2.7018 2.4279 3.4529  0.3889
H18 -2.0117 1.6561 2.1865  0.4619
H19 -2.8298 0.4641 -2.3432  0.4167
H20 -5.1651 0.0172 -3.0375  0.3798
H21 -7.0233 0.5379 -1.4999  0.4105
H22 -6.5490 1.5227 0.7105  0.4019
H23 -4.2338 1.9807 1.3882  0.3962
H24 0.4740 1.4640 -2.7002  0.3032
H25 2.2038 1.0537 -2.6369  0.3826
H26 1.6970 2.7402 -2.6818  0.4055
H27 2.1621 -1.7295 -2.3917  0.4848
H28 3.0848 -3.1203 -1.8097  0.2637
H29 1.3729 -3.7794 -0.2746  0.4217
H30 0.4483 -3.1678 -1.6458  0.4033

Results
HOMO: -8.24 eV
LUMO: 0.5 eV
Energy above the lowest of the compared OMol25 structures with the same formula, charge and spin: 35.8 kcal per mole
SMILES: CCOC(=O)C1CCN(C(=O)CCc2c(C)nc3cc(-c4ccccc4)nn3c2C)CC1

***

Record 4
DFT (the ωB97M-V functional and the def2-TZVPD basis) results for 2 unconnected molecules or ions with the total composition C15H28N3O3P.

Each line ends with the Mulliken charge.
Element x y z (Å)
N1 -5.0684 0.1850 0.4951  -0.6817
P1 -3.9049 -0.8327 0.3331  0.5315
C1 -3.0026 -1.2364 1.8644  -0.2899
C2 -3.1893 -2.4439 2.5294  -0.1217
C3 -2.5310 -2.6792 3.7374  -0.7342
C4 -1.7101 -1.7118 4.2453  -0.1440
N2 -1.5390 -0.5457 3.5908  0.1808
C5 -0.6114 0.4642 4.1923  -0.6049
O1 -0.5173 1.5000 3.2687  -0.1991
O2 0.7749 2.0849 3.2843  -0.3283
C6 -2.1682 -0.2931 2.4271  -0.0862
H1 -5.2112 0.5184 1.4403  0.2518
H2 -4.2663 -2.1134 -0.1190  0.0725
H3 -2.8936 -0.4406 -0.5612  0.0204
H4 -3.8506 -3.1952 2.1111  0.3909
H5 -2.6493 -3.6124 4.2726  0.4263
H6 -1.1698 -1.8392 5.1768  0.4459
H7 -1.0184 0.7876 5.1550  0.3702
H8 0.3515 -0.0261 4.3582  0.4271
H9 1.3090 1.4459 2.7795  0.3135
H10 -1.9904 0.6712 1.9717  0.6732
C7 1.9899 -1.6256 -2.2983  -1.5136
C8 1.0636 -0.4855 -2.7430  1.4639
C9 1.7689 0.4414 -3.7382  -1.2576
C10 2.8399 1.3146 -3.0868  -0.4789
C11 2.2402 2.1360 -1.9468  -1.3244
C12 1.5303 1.2713 -0.9025  2.0645
N3 0.5710 0.3354 -1.5841  0.5603
O3 -0.5389 0.9209 -1.8553  -0.6200
C13 2.5693 0.5209 -0.0519  -2.0799
C14 0.7326 2.1406 0.0589  -1.5991
C15 -0.1316 -1.1527 -3.4118  -1.8865
H11 2.4868 -2.0416 -3.1745  0.3836
H12 2.7696 -1.3398 -1.6032  0.2598
H13 1.4123 -2.4232 -1.8281  0.3915
H14 1.0224 1.0871 -4.2102  0.3589
H15 2.2027 -0.1683 -4.5327  0.4467
H16 3.6678 0.6955 -2.7294  0.2918
H17 3.2648 1.9889 -3.8310  0.4069
H18 3.0117 2.7258 -1.4462  0.3813
H19 1.5204 2.8452 -2.3659  0.3985
H20 2.1049 -0.2984 0.5032  0.3981
H21 3.0082 1.2203 0.6626  0.4648
H22 3.4032 0.1222 -0.6215  0.4180
H23 0.0315 2.7939 -0.4517  0.4147
H24 1.4145 2.7695 0.6321  0.5274
H25 0.1654 1.5170 0.7553  0.0047
H26 -0.6889 -1.7592 -2.6965  0.4145
H27 0.2367 -1.8082 -4.2019  0.4207
H28 -0.8129 -0.4315 -3.8538  0.3752

Results
HOMO (spin up / spin down): -10.68 / -11.78 eV
LUMO (spin up / spin down): -4.7 / -4.7 eV
2S+1: 2
Charge: +1

***

Record 5
DFT (the ωB97M-V functional and the def2-TZVPD basis) results for a molecular structure, C37H38N4O9PTl.

Each line ends with the Mulliken charge.
Element x y z (Å)
Tl1 0.9449 -3.0315 2.6862  0.9067
O1 -3.2144 -0.7637 3.2330  -0.8144
C1 -2.5083 -1.8318 3.2020  -0.0701
O2 -1.2368 -1.7739 3.2174  -0.9775
C2 -3.1745 -3.1742 3.2063  0.4462
C3 -3.0535 -3.9276 4.4997  0.0382
C4 -4.2165 -4.9575 4.7022  -0.9466
C5 -3.9247 -5.9480 3.5740  -0.6774
C6 -2.5350 -5.4566 2.9947  -0.0902
O3 -1.9030 -4.8404 4.1836  -0.5829
C7 -2.8079 -4.2057 2.1353  0.3009
C8 -1.7437 -3.9218 1.0816  -0.0296
O4 -2.1289 -3.4441 -0.0268  -0.7643
O5 -0.5517 -4.4092 1.4125  -0.8155
H1 -4.2323 -2.9614 3.1349  0.2893
H2 -2.8780 -3.3236 5.4159  0.4976
H3 -3.9487 -5.4448 5.6553  0.3345
H4 -5.2053 -4.5441 4.7680  0.4181
H5 -3.8121 -7.0001 3.9981  0.2963
H6 -4.7300 -5.9509 2.7864  0.2745
H7 -1.8869 -6.2077 2.5410  0.6224
H8 -3.6814 -4.4088 1.5068  0.3902
C9 5.9118 -3.0683 0.9998  -1.2765
C10 4.7968 -2.0545 0.8710  0.6979
O6 3.9738 -1.7931 1.7471  -0.5913
N1 4.6805 -1.4070 -0.3313  -0.1391
C11 3.4159 -0.6067 -0.6052  -0.3168
C12 2.5655 -1.4316 -1.4734  0.6435
C13 2.6390 -1.4341 -2.8949  -0.6325
C14 2.0344 -2.4995 -3.5710  -0.6632
C15 1.2186 -3.3123 -2.8593  -0.4703
C16 1.0844 -3.1580 -1.4709  0.1005
N2 1.6639 -2.1829 -0.8046  0.1158
H9 5.8680 -3.5237 1.9749  0.3413
H10 6.8569 -2.5296 0.8972  0.3354
H11 5.6893 -3.9238 0.2926  0.3038
H12 5.3767 -1.6813 -1.0529  0.2414
H13 3.7595 0.3241 -1.0141  0.0865
H14 2.9863 -0.4284 0.4074  -0.0023
H15 3.2804 -0.7045 -3.3138  0.5831
H16 2.1206 -2.5591 -4.6686  0.3732
H17 0.7173 -4.1950 -3.3719  0.3217
H18 0.2861 -3.7039 -0.8947  -0.0391
O7 3.5559 2.8027 -1.7139  -0.5811
C17 2.5010 3.1526 -2.1960  0.4675
O8 1.3907 3.5458 -1.3838  -0.4393
C18 2.1100 3.1682 -3.6206  0.3452
C19 2.9211 2.7674 -4.6937  -0.7614
C20 2.4013 2.6700 -5.9308  -0.5559
C21 1.0144 2.8148 -6.1750  -0.6299
C22 0.1799 3.1189 -5.0945  -0.3594
C23 0.7255 3.2784 -3.7935  0.4470
P1 -0.0385 3.4048 -2.1973  0.9854
C24 -0.9690 2.0105 -1.7263  0.7411
C25 -2.0279 1.4532 -2.5252  -0.3432
C26 -2.7310 0.3649 -2.0180  -0.8742
C27 -2.4513 -0.1142 -0.7346  -0.3146
C28 -1.3481 0.4098 -0.0155  -0.9580
C29 -0.5804 1.4623 -0.4645  -0.3324
C30 -0.8248 4.9921 -1.8208  0.6242
C31 -2.2107 5.1246 -1.7955  -0.4020
C32 -2.7752 6.3650 -1.6350  -0.5498
C33 -2.0360 7.5403 -1.6906  -0.5167
C34 -0.6588 7.3965 -1.6392  -0.4531
C35 -0.0369 6.1488 -1.6394  -0.6314
H19 3.9379 2.6360 -4.4524  0.6115
H20 3.0821 2.4561 -6.7561  0.3976
H21 0.6012 2.5705 -7.1456  0.4269
H22 -0.8740 3.3831 -5.2471  0.4286
H23 -2.3676 1.9461 -3.4482  0.3404
H24 -3.4423 -0.1023 -2.6736  0.4513
H25 -3.1772 -0.7993 -0.1919  0.3441
H26 -0.9420 0.1629 0.9692  0.6064
H27 0.2943 1.8204 0.0990  0.6356
H28 -2.9435 4.3260 -1.8443  0.3514
H29 -3.8529 6.3888 -1.5981  0.3901
H30 -2.5043 8.5235 -1.5971  0.3767
H31 -0.1214 8.3423 -1.4506  0.3292
H32 1.0598 6.0518 -1.5830  0.3656
C36 -1.1735 1.0406 3.9927  -0.1622
N3 0.1541 1.4191 4.4703  -0.2178
C37 1.1315 1.4651 3.5109  0.3892
N4 2.3138 2.1207 3.7296  -0.4773
O9 0.8797 0.7399 2.5374  -0.4723
H33 -1.4077 1.5026 2.9882  0.0561
H34 -1.9768 1.1396 4.6779  0.4987
H35 -1.1628 -0.0447 3.7636  -0.2937
H36 0.1840 2.0553 5.2299  0.2085
H37 2.5744 2.5008 4.6516  0.1868
H38 3.1249 1.8779 3.1000  0.2616

Results
HOMO: -6.99 eV
LUMO: -1.8 eV
Energy above the lowest of the compared OMol25 structures with the same formula, charge and spin: 0.0 kcal per mole

***

Record 6
DFT (the ωB97M-V functional and the def2-TZVPD basis) results for a single C4H4N2O2 molecule.

Each line ends with the Mulliken charge.
Element x y z (Å)
C1 -3.5430 -0.9019 0.1353  -0.1886
C2 -2.6325 0.0387 0.0077  -0.2896
C3 -1.3260 0.7046 -0.0462  0.7769
O1 -1.0253 1.9337 0.0962  -0.5533
O2 -0.4154 -0.2305 -0.5476  -0.2794
C4 0.9075 0.2708 -0.5482  0.1435
N1 1.7645 -0.6715 -0.0214  -0.2958
N2 2.8753 -0.0475 0.1726  -0.5213
H1 -4.1188 -2.0732 0.2184  0.3175
H2 0.9154 1.4057 -0.9374  0.3250
H3 3.7865 -0.8722 0.1838  0.2767
H4 2.8119 0.4433 1.2869  0.2884

Results
HOMO: -8.76 eV
LUMO: -0.5 eV
Energy above the lowest of the compared OMol25 structures with the same formula, charge and spin: 195.7 kcal per mole
SMILES: C#CC(=O)O/C=N/N

***

Record 7
DFT (the ωB97M-V functional and the def2-TZVPD basis) results for 3 unconnected molecules or ions with the total composition C4H11NO4.

Each line ends with the Mulliken charge.
Element x y z (Å)
O1 3.4799 1.1872 0.6686  -0.5950
C1 2.4756 0.6886 1.0962  0.5610
O2 2.3613 -0.5946 1.4593  -0.4735
N1 1.2759 1.3766 1.1263  -0.0516
O3 0.2188 0.8047 1.8578  -0.5811
H1 1.4876 -0.7077 1.8797  0.4133
H2 1.3279 2.3826 1.2099  0.2376
H3 -0.4735 0.5551 1.1886  0.5233
C2 0.4187 -0.1357 -1.9363  -0.2323
C3 0.5071 -1.4026 -1.4907  -0.8265
H4 -0.3220 0.1619 -2.6639  0.2338
H5 1.0167 0.6551 -1.5098  0.2187
H6 1.3450 -1.7000 -0.8781  0.2731
H7 0.0089 -2.2126 -2.0037  0.3562
C4 -2.8769 -0.0432 0.1026  -0.6601
O4 -1.4742 -0.0483 -0.0518  -0.5324
H8 -3.2097 -0.8275 0.7868  0.2930
H9 -3.3956 -0.1435 -0.8578  0.2692
H10 -3.1569 0.9168 0.5412  0.2455
H11 -1.0147 -0.9129 -0.5251  0.3279

Results
HOMO: -9.92 eV
LUMO: 0.6 eV
Energy above the lowest of the compared OMol25 structures with the same formula, charge and spin: 75.7 kcal per mole
SMILES: O=C(O)NO.C=C.CO

***

Please write out number 2 again, unchanged.
DFT (the ωB97M-V functional and the def2-TZVPD basis) results for a gas-phase ion, C5H15N3P (charge +1).

Each line ends with the Mulliken charge.
Element x y z (Å)
C1 -1.7429 1.4950 1.0524  -1.0945
N1 -0.8155 0.4312 1.2785  -0.2187
C2 -0.0327 0.0220 0.3152  0.4366
N2 0.8693 -0.9216 0.4937  0.2038
C3 1.6389 -1.5236 -0.5657  -0.8962
C4 1.2462 -1.2489 1.8503  -1.3398
N3 -0.0812 0.4605 -1.1281  -0.0646
C5 -1.4734 0.0425 -1.6419  -0.7407
P1 0.3946 1.9981 -1.7833  -0.0448
H1 -2.6487 1.0872 0.8142  0.4481
H2 -1.6479 2.0970 0.1322  0.3360
H3 -1.6332 2.1503 1.9625  0.3448
H4 -0.5953 0.2706 2.2292  0.2606
H5 1.1374 -1.7143 -1.5409  0.2940
H6 2.5909 -1.0230 -0.8086  0.3454
H7 1.9386 -2.6480 -0.3372  0.3800
H8 2.2680 -1.6871 1.8081  0.4068
H9 1.3056 -0.4890 2.5528  0.5476
H10 0.6332 -2.0767 2.2596  0.3672
H11 -2.0590 -0.0010 -0.7237  0.2842
H12 -1.7575 0.8995 -2.3038  0.3429
H13 -1.2510 -0.9468 -2.0244  0.3030
H14 0.2488 2.7387 -0.6855  0.0253
H15 1.8528 1.9981 -1.5071  0.0728

Results
HOMO: -13.67 eV
LUMO: -2.9 eV
Energy above the lowest of the compared OMol25 structures with the same formula, charge and spin: 63.1 kcal per mole
SMILES: C/[NH+]=C(/N(C)C)N(C)P
Charge: +1